48
Properties=species:S:1:pos:R:3:forces:R:3 method="wB97M-V/def2-TZVPD" energy_ev=-140739.745 charge=+2 homo_lumo_gap_ha="0.2564 / 0.1944" multiplicity=6 lumo_energy_ev="-5.747 / -8.742"
Ru 0.42541 1.44301 -0.61642 0.229 -0.583 -0.129
S 2.22676 0.13150 -0.14935 -0.225 0.333 -0.195
C 2.03303 -1.60081 -0.22872 -0.132 -0.084 0.133
N 0.98240 -2.32651 -0.47450 0.148 0.118 0.058
C 1.26245 -3.67953 -0.41682 -0.050 -0.138 -0.014
C 0.35142 -4.71945 -0.63598 0.092 0.019 -0.001
C 0.80917 -6.01149 -0.53099 0.037 0.036 0.011
C 2.15071 -6.28920 -0.21030 -0.073 -0.001 -0.012
C 3.05769 -5.27984 0.01087 -0.046 0.104 -0.011
C 2.59734 -3.96548 -0.09636 -0.041 -0.105 -0.003
S 3.46911 -2.49663 0.12217 0.050 0.065 0.026
H -0.68161 -4.50544 -0.86978 -0.072 -0.009 0.014
H 0.12661 -6.83293 -0.69174 -0.025 -0.032 -0.013
H 2.47323 -7.31756 -0.13185 0.002 -0.023 -0.005
H 4.08559 -5.49600 0.26200 0.039 0.000 0.008
C 3.95199 2.70110 -0.90107 0.002 -0.034 -0.052
C 2.80418 3.60937 -0.62913 0.151 -0.056 -0.028
N 1.53081 3.26963 -0.54242 -0.035 -0.017 -0.056
C 0.72757 4.37804 -0.30927 -0.012 0.141 0.024
C 1.40281 5.54642 -0.19781 -0.025 -0.151 0.025
S 3.07143 5.26875 -0.39976 -0.028 0.032 0.017
C -0.71359 4.16138 -0.33699 -0.044 0.127 0.019
C -1.71467 5.05354 -0.14848 0.079 -0.108 -0.010
S -3.21619 4.31399 -0.47177 0.026 0.006 -0.016
C -2.45771 2.83933 -0.83038 -0.022 -0.046 -0.028
N -1.14143 2.89222 -0.70275 0.003 0.030 0.091
C -3.26612 1.66518 -1.26145 0.039 -0.066 -0.082
H 3.71480 2.01198 -1.71198 0.019 0.044 0.038
H 4.20849 2.12206 -0.01349 0.003 0.016 -0.009
H 4.82557 3.28166 -1.18724 0.031 0.007 -0.008
H 1.00907 6.53395 -0.03750 -0.041 0.072 0.002
H -1.64485 6.08925 0.13297 0.014 0.069 0.012
H -4.20121 1.99924 -1.70743 -0.001 -0.006 0.014
H -3.50909 1.03096 -0.40761 0.007 -0.019 -0.001
H -2.72049 1.07696 -1.99930 -0.065 0.057 0.052
Se -1.05763 -1.54208 -1.67830 0.192 0.182 -0.396
N -0.80009 -0.10011 -0.58609 -0.029 0.249 0.334
C -1.48691 -0.37501 0.59919 -0.117 0.097 0.208
C -1.43790 0.37889 1.74304 0.231 0.236 -0.122
C -2.24054 0.01452 2.84032 -0.134 -0.164 0.045
C -3.06422 -1.11911 2.80078 0.086 0.089 -0.033
C -3.09379 -1.92030 1.68691 0.035 0.049 0.003
C -2.28668 -1.57864 0.56129 0.115 -0.032 -0.084
N -2.19782 -2.35069 -0.51176 -0.146 -0.221 0.199
H -0.78267 1.25410 1.82863 -0.248 -0.253 -0.055
H -2.22323 0.62256 3.73289 0.034 0.031 0.035
H -3.66304 -1.36770 3.66424 -0.031 -0.017 0.019
H -3.69617 -2.81510 1.63950 -0.023 -0.045 -0.024

94
Properties=species:S:1:pos:R:3:forces:R:3 method="wB97M-V/def2-TZVPD" energy_ev=-78976.459 charge=0 homo_lumo_gap_ha=0.3524 smiles="CC(=O)OC(=O)C[PH2](Cl)CC(=O)I.CCCC#N.CCCC#N.CCCC#N.CCCC#N.CCCC#N.CCCC#N" multiplicity=1 lumo_energy_ev=0.196
C -1.57144 -1.22899 -3.13470 0.387 0.100 0.918
C -0.69378 -1.15063 -1.77661 0.829 3.257 -1.111
O -0.05497 -0.08000 -1.60075 -1.986 -4.062 0.229
O -0.63060 -2.22846 -0.83240 -0.304 2.390 0.405
C -0.77628 -1.71364 0.51444 -2.951 1.874 3.219
O -1.86967 -1.26001 0.93836 4.181 -2.043 -2.617
C 0.44187 -1.72261 1.57529 0.155 -1.709 -1.073
P 1.38719 -0.04578 1.43505 -0.364 -1.835 -1.295
Cl 0.08260 0.72750 2.95383 -0.373 0.565 0.867
C 2.47269 -0.84574 0.08623 1.037 0.366 -0.353
C 3.32816 0.17664 -0.79452 3.827 -3.603 -1.838
O 4.37364 -0.27735 -1.35007 -4.286 2.259 2.205
I 2.85405 2.25760 -1.17567 0.021 -0.581 0.649
H -2.51408 -1.85094 -2.99428 1.565 0.787 -0.286
H -0.89760 -1.60671 -3.98576 -1.186 0.317 1.396
H -1.84707 -0.14214 -3.37330 0.511 -1.620 0.508
H 0.07873 -1.92834 2.64725 0.296 0.536 -1.939
H 1.14949 -2.57810 1.24978 -0.977 1.430 0.637
H 2.52890 0.19068 2.26438 -0.689 0.113 -0.274
H 0.81278 0.91083 0.54233 0.489 -0.359 0.522
H 1.85314 -1.50691 -0.60613 0.893 1.101 0.697
H 3.24178 -1.52502 0.62389 -1.050 1.087 -1.049
C -1.44621 -0.89676 6.85522 -0.096 0.024 -0.014
C -0.57855 -1.70345 7.81389 -0.407 0.030 -0.081
C 0.91703 -1.58363 7.51635 -0.057 -0.209 0.449
C 1.27581 -2.16545 6.21904 0.167 0.103 -0.206
N 1.55661 -2.61633 5.19737 -0.129 0.150 0.286
H -1.35456 -1.26044 5.82875 0.044 0.075 0.041
H -2.49772 -0.97701 7.14276 0.074 0.010 -0.047
H -1.17018 0.16066 6.87224 0.016 -0.084 -0.065
H -0.88669 -2.75355 7.78149 0.118 0.059 0.056
H -0.76140 -1.34818 8.83274 0.156 -0.076 -0.040
H 1.47597 -2.09946 8.30357 0.071 -0.071 -0.193
H 1.21996 -0.53543 7.54817 -0.057 -0.199 -0.198
C 3.02832 -1.46339 -5.70154 0.036 0.006 -0.089
C 3.22097 -0.20288 -4.86701 0.235 -0.235 -0.249
C 1.96162 0.21306 -4.10554 0.356 0.147 -0.052
C 0.87165 0.60827 -5.00365 -0.275 -0.020 0.011
N 0.01364 0.91298 -5.70899 0.264 -0.096 0.180
H 2.28538 -1.31327 -6.48917 -0.003 -0.027 0.068
H 3.96919 -1.74294 -6.18231 -0.099 -0.024 0.032
H 2.70519 -2.30116 -5.07743 0.004 0.031 -0.050
H 3.55436 0.61202 -5.51778 -0.068 0.006 0.133
H 4.02224 -0.38241 -4.14384 -0.147 0.143 0.051
H 2.20624 1.05731 -3.45149 -0.302 -0.187 -0.257
H 1.63061 -0.60328 -3.45746 -0.115 0.092 -0.112
C 0.52813 6.55135 4.25826 -0.047 0.107 -0.045
C -0.27507 5.34823 3.77893 0.014 0.395 0.084
C 0.56095 4.07243 3.66555 -0.459 0.053 -0.010
C 1.59706 4.17552 2.63307 0.190 -0.143 -0.014
N 2.41395 4.25810 1.82529 -0.261 0.023 0.276
H 1.31431 6.81743 3.54720 -0.009 -0.051 0.055
H -0.12612 7.41978 4.36933 0.099 -0.039 0.021
H 0.99277 6.35145 5.22781 -0.004 0.020 -0.049
H -0.73510 5.58412 2.81409 0.029 -0.132 0.067
H -1.09042 5.16926 4.48637 0.066 -0.135 -0.106
H -0.09994 3.23636 3.42072 0.293 0.031 -0.041
H 1.02051 3.83982 4.63092 0.083 -0.042 -0.135
C -2.89907 -0.35629 -9.01541 0.026 -0.051 -0.067
C -3.92380 0.72038 -8.67965 0.098 -0.232 -0.326
C -3.90320 1.13187 -7.20666 -0.114 0.295 -0.191
C -4.30890 0.03949 -6.31742 0.101 -0.065 0.236
N -4.61936 -0.82031 -5.61873 0.069 0.177 -0.229
H -3.10631 -1.28723 -8.48175 0.038 0.067 0.015
H -2.92202 -0.57562 -10.08584 0.026 -0.007 0.093
H -1.88813 -0.02902 -8.75849 -0.062 -0.047 0.016
H -4.92174 0.36697 -8.95837 0.038 0.112 0.092
H -3.71517 1.60318 -9.29154 -0.081 0.010 0.161
H -4.58563 1.97534 -7.06524 0.010 -0.137 0.167
H -2.90412 1.48308 -6.93076 -0.045 -0.189 0.121
C 4.41652 3.75178 5.40694 0.011 0.058 0.018
C 4.71210 2.93269 6.65761 0.038 0.405 -0.122
C 4.27849 1.47073 6.53603 0.242 0.035 0.246
C 2.82392 1.32877 6.41792 -0.147 -0.085 -0.195
N 1.68222 1.21757 6.31823 0.431 0.307 0.030
H 3.34298 3.81366 5.21293 0.065 -0.044 -0.032
H 4.79059 4.77128 5.52866 -0.048 -0.084 -0.063
H 4.90102 3.31633 4.52903 -0.076 0.053 0.018
H 4.22304 3.40038 7.51811 0.051 -0.152 -0.013
H 5.78932 2.96258 6.84726 -0.105 -0.135 0.060
H 4.61631 0.92647 7.42318 -0.174 -0.078 -0.090
H 4.76772 1.00646 5.67452 -0.196 0.000 0.006
C -4.89604 -5.92069 -2.64411 -0.010 -0.009 0.111
C -5.14732 -4.52541 -3.20297 -0.094 -0.252 0.289
C -4.29677 -4.20739 -4.43388 -0.355 0.275 -0.009
C -2.86566 -4.15331 -4.12634 0.172 -0.218 -0.181
N -1.74205 -4.10663 -3.88387 -0.306 -0.229 -0.064
H -3.86918 -6.03022 -2.28646 -0.039 -0.005 -0.066
H -5.56327 -6.11301 -1.80014 0.072 -0.033 -0.071
H -5.08078 -6.68607 -3.40285 0.028 0.025 0.049
H -4.96486 -3.78511 -2.41745 -0.011 0.018 -0.152
H -6.20323 -4.44534 -3.47842 0.131 0.118 -0.072
H -4.60709 -3.23835 -4.83742 0.225 -0.014 -0.024
H -4.48061 -4.95000 -5.21621 0.187 0.005 0.071